Entry from OMol25: a structure of composition C31H28N7O3S9V at a distorted geometry (ωB97M-V/def2-TZVPD).

Positions of all 79 atoms, in Å:
V 0.20 0.34 -0.32
C -4.86 2.64 0.63
C -4.14 1.52 1.30
N -4.45 0.97 2.42
N -3.49 0.00 2.58
C -2.60 -0.07 1.59
S -1.32 -1.14 1.37
N -3.02 0.91 0.76
N -2.34 1.22 -0.42
H -5.79 2.83 1.16
H -5.08 2.39 -0.41
H -4.24 3.53 0.64
H -3.48 -0.57 3.41
H -2.26 2.23 -0.49
H -2.85 0.85 -1.21
S 1.27 1.10 -2.43
C 2.20 -0.25 -1.96
C 3.37 -0.75 -2.56
C 3.95 -1.87 -2.03
C 3.38 -2.51 -0.92
C 2.25 -1.97 -0.37
N 1.68 -0.86 -0.87
H 3.77 -0.24 -3.42
H 4.86 -2.27 -2.47
H 3.81 -3.41 -0.50
H 1.77 -2.41 0.49
N 1.41 0.19 1.48
S 1.06 0.05 3.02
C 1.57 -1.59 3.57
C 0.67 -2.37 4.27
C 1.04 -3.65 4.67
C 2.29 -4.14 4.36
C 3.19 -3.35 3.64
C 2.83 -2.08 3.24
C 2.29 0.98 3.95
C 2.39 0.78 5.32
C 3.32 1.50 6.05
C 4.14 2.43 5.41
C 4.02 2.63 4.04
C 3.10 1.90 3.30
H 2.41 0.14 1.30
H -0.32 -1.97 4.50
H 0.33 -4.27 5.22
H 2.58 -5.14 4.66
H 4.18 -3.73 3.40
H 3.53 -1.46 2.68
H 1.76 0.06 5.82
H 3.41 1.34 7.12
H 4.87 3.00 5.98
H 4.66 3.35 3.53
H 3.03 2.04 2.23
O 2.65 2.25 -0.08
C 1.65 2.85 0.26
N 0.35 2.35 0.24
S -0.58 3.24 1.25
O -0.85 2.52 2.47
O -1.75 3.77 0.57
C 0.55 4.56 1.48
C 0.36 5.81 2.06
C 1.40 6.71 1.96
C 2.60 6.38 1.32
C 2.77 5.12 0.75
C 1.72 4.23 0.84
H -0.56 6.06 2.57
H 1.29 7.70 2.39
H 3.39 7.11 1.24
H 3.68 4.83 0.24
C -3.69 -3.23 -3.39
S -2.27 -2.84 -4.47
C -2.28 -1.09 -4.34
C -1.72 -0.38 -3.33
S -1.03 -1.11 -1.91
S -1.96 1.35 -3.49
C -2.99 1.37 -4.88
S -3.66 2.74 -5.49
S -3.18 -0.20 -5.55
H -3.91 -4.29 -3.52
H -4.55 -2.64 -3.70
H -3.42 -3.02 -2.36

The energy above the lowest of the compared OMol25 structures with the same formula, charge and spin is 26.8 kcal per mole. The spin multiplicity is 3. The value obtained for the HOMO energy (alpha / beta) is -6.8 / -6.8 eV.